Computed, not measured: a cluster of 13 separate species, C105H144F30N11O21 in total in a non-equilibrium geometry, with ωB97M-V with the def2-TZVPD basis set.

Last column: Mulliken charge in e.
Geometry (Å):
C 5.470 -0.262 -2.780  -1.129
N 5.608 1.212 -2.386  1.086
C 6.165 1.879 -3.646  -1.037
C 4.332 1.852 -2.007  -0.687
C 6.632 1.346 -1.270  -1.483
C 6.383 0.784 0.138  0.080
O 6.098 -0.603 0.158  -0.221
H 5.147 -0.797 -1.874  -0.225
H 6.378 -0.653 -3.094  1.048
H 4.727 -0.293 -3.545  0.273
H 7.202 1.648 -3.796  0.365
H 5.978 2.909 -3.592  0.503
H 5.656 1.375 -4.498  0.173
H 4.490 2.931 -2.128  0.654
H 3.822 1.615 -1.111  0.384
H 3.509 1.653 -2.664  -0.274
H 6.997 2.406 -1.276  0.439
H 7.485 0.716 -1.618  0.413
H 5.617 1.406 0.659  0.092
H 7.319 1.050 0.669  0.383
H 5.795 -0.662 1.143  -0.393
C -0.181 5.621 -6.142  -0.916
N -0.021 5.828 -4.676  0.378
C 0.535 4.855 -3.956  0.525
C 0.740 5.075 -2.615  -1.377
C 0.368 6.231 -2.000  0.577
C -0.255 7.223 -2.775  -0.795
C -0.551 6.909 -4.105  -1.033
C 0.615 6.427 -0.548  1.730
C 1.470 7.585 -0.143  -1.329
C 1.925 7.566 1.091  -1.039
N 1.607 6.760 2.095  0.479
C 0.569 5.774 1.891  1.953
C 0.139 5.720 0.502  -1.239
C 2.325 6.942 3.341  -1.350
H 0.311 4.772 -6.388  0.067
H 0.296 6.499 -6.561  0.473
H -1.240 5.534 -6.386  0.337
H 0.927 3.951 -4.564  -0.292
H 1.226 4.252 -2.135  1.095
H -0.586 8.134 -2.371  0.797
H -1.051 7.545 -4.811  0.841
H 1.807 8.402 -0.764  0.462
H 2.503 8.484 1.350  0.317
H 0.853 4.824 2.357  -0.871
H -0.385 4.847 0.321  0.653
H 2.190 7.936 3.663  0.381
H 3.319 6.604 3.163  0.435
H 1.970 6.264 4.095  0.342
C -3.586 6.658 -0.404  -1.556
N -3.877 7.377 -1.680  0.269
C -3.814 6.764 -2.867  -0.397
C -3.797 7.515 -4.050  -0.509
C -4.056 8.960 -4.121  1.004
C -4.025 9.457 -2.756  -0.683
C -4.041 8.757 -1.595  -0.169
C -4.088 9.600 -5.228  1.742
C -3.939 9.080 -6.577  -0.008
C -3.890 9.747 -7.733  -1.140
N -4.128 11.019 -7.704  0.193
C -4.467 11.728 -6.524  -0.267
C -4.400 11.035 -5.447  -1.021
C -4.080 11.830 -8.956  -0.896
H -4.524 6.469 0.142  0.421
H -2.881 7.118 0.285  0.543
H -3.193 5.688 -0.641  0.388
H -3.658 5.732 -3.016  0.696
H -3.972 7.060 -5.138  0.212
H -4.266 10.601 -2.575  0.167
H -4.396 9.292 -0.606  0.353
H -3.756 7.950 -6.770  0.101
H -3.008 1.881 -7.370  0.454
H -4.570 12.796 -6.473  0.364
H -4.787 11.466 -4.535  0.237
H -2.933 11.822 -9.187  0.322
H -4.496 12.828 -8.793  0.280
H -4.478 11.329 -9.822  0.337
C -7.599 -3.843 8.221  -0.991
N -7.304 -2.639 9.014  0.119
C -6.550 -1.532 8.525  -0.137
C -6.607 -0.385 9.190  -0.704
C -7.393 -0.110 10.463  0.874
C -8.288 -1.242 10.745  -0.590
C -8.161 -2.496 10.215  -0.299
C -7.519 1.143 11.069  1.314
C -8.246 1.339 12.274  -0.784
C -8.166 2.596 12.898  -0.042
N -7.526 3.581 12.273  0.206
C -6.784 3.486 11.128  -1.098
C -6.762 2.261 10.600  -0.203
C -7.519 4.905 12.941  -0.850
H -6.923 -3.893 7.345  0.347
H -8.592 -3.763 7.858  0.402
H -7.434 -4.772 8.789  0.324
H -5.969 -1.592 7.577  0.443
H -6.068 0.478 8.736  0.208
H -9.174 -1.182 11.374  0.298
H -8.888 -3.276 10.531  0.381
H -8.597 0.345 12.760  0.183
H -8.398 2.699 13.945  0.382
H 1.232 -5.667 2.952  0.156
H -5.990 2.100 9.911  0.290
H -8.417 4.809 13.655  0.338
H -7.641 5.664 12.138  0.308
H -6.597 5.111 13.482  0.279
C 1.329 0.172 -2.727  -0.539
N 1.780 -0.810 -1.710  1.474
C 2.058 -0.294 -0.461  -0.011
C 2.750 -1.039 0.440  0.188
C 3.306 -2.278 0.022  1.119
C 3.026 -2.784 -1.252  0.843
C 2.231 -1.998 -2.069  -0.901
C 4.235 -2.974 0.902  1.215
C 5.499 -3.476 0.505  0.113
C 6.203 -4.183 1.451  -1.878
N 5.765 -4.260 2.715  1.304
C 4.575 -3.792 3.087  -0.663
C 3.745 -3.161 2.176  -0.437
C 6.735 -4.704 3.703  -1.307
H 2.096 0.397 -3.464  -0.674
H 1.152 1.131 -2.104  -0.377
H 0.386 -0.199 -3.112  1.276
H 1.840 0.778 -0.324  -0.425
H 3.229 -0.584 1.308  -1.132
H 3.529 -3.696 -1.627  -0.737
H 2.226 -2.290 -3.118  0.692
H 5.888 -3.249 -0.466  0.686
H 7.192 -4.745 1.256  0.317
H 4.285 -3.849 4.148  0.251
H 2.686 -2.917 2.251  0.148
H 6.380 -4.635 4.722  0.319
H 7.601 -4.056 3.631  0.553
H 7.124 -5.742 3.448  0.338
C -5.605 -2.507 -3.987  -1.046
N -5.096 -3.523 -3.037  0.338
C -4.462 -3.078 -1.778  0.803
C -3.675 -4.067 -1.118  -0.242
C -3.744 -5.348 -1.565  -0.405
C -4.612 -5.805 -2.603  -1.108
C -5.225 -4.851 -3.312  -0.555
C -2.868 -6.297 -0.794  2.292
C -3.533 -7.115 0.210  -1.105
C -2.815 -7.798 1.115  -0.725
N -1.469 -7.906 1.021  0.803
C -0.795 -7.473 -0.161  0.605
C -1.597 -6.503 -0.962  -0.719
C -0.837 -9.014 1.812  -1.121
H -5.099 -1.599 -3.751  0.186
H -6.673 -2.356 -3.750  0.276
H -5.481 -2.716 -5.013  0.426
H -3.721 -2.297 -1.966  -0.123
H -3.071 -3.875 -0.179  -0.433
H -4.813 -6.816 -2.856  0.589
H -5.796 -5.130 -4.184  0.390
H -4.571 -6.994 0.509  0.316
H -3.260 -8.331 1.985  0.305
H 0.133 -7.126 0.234  0.066
H -0.942 -5.835 -1.559  0.240
H 0.252 -9.051 1.521  0.066
H -1.335 -9.926 1.440  0.365
H -0.889 -8.787 2.837  0.443
C 5.629 -0.161 3.466  -0.929
O 6.467 -1.407 3.545  0.193
O 4.957 -0.159 2.339  1.155
C 4.775 -0.270 4.741  0.394
F 5.424 -0.356 5.905  -0.334
F 3.977 0.796 4.907  -0.339
F 4.028 -1.375 4.608  -0.108
C 7.843 -1.418 3.424  -0.239
C 8.603 -1.610 4.717  -1.729
H 9.687 -1.684 4.590  0.387
H 8.417 -0.815 5.345  0.477
H 8.267 -2.464 5.304  0.298
H 8.146 -0.465 2.995  0.220
H 8.223 -2.194 2.694  0.284
H 6.331 0.718 3.621  0.286
C 2.550 2.731 0.995  0.632
O 1.611 2.893 2.118  -0.175
O 1.909 2.661 -0.220  -0.667
C 3.556 3.917 1.101  -0.206
F 4.736 3.614 0.408  -0.120
F 3.115 5.034 0.619  -0.090
F 3.943 4.214 2.370  -0.350
C 2.001 2.174 3.404  0.088
C 0.933 2.411 4.417  -1.448
H 0.969 3.388 4.806  0.330
H -0.099 2.340 4.001  -0.069
H 1.010 1.745 5.259  0.505
H 2.971 2.633 3.700  0.420
H 2.052 1.119 3.100  -0.215
H 3.180 1.917 1.238  -0.096
C 2.562 -7.091 3.412  -0.398
O 3.407 -6.285 4.228  -0.276
O 1.388 -6.586 2.947  0.055
C 3.342 -7.202 2.059  0.412
F 4.558 -7.702 2.080  -0.329
F 2.508 -8.014 1.282  -0.324
F 3.335 -5.988 1.454  0.134
C 2.744 -6.216 5.646  -0.218
C 3.537 -6.925 6.753  -1.346
H 3.858 -7.877 6.471  0.350
H 4.235 -6.212 7.165  0.319
H 2.710 -7.059 7.483  0.383
H 1.781 -6.705 5.420  0.301
H 2.682 -5.134 5.954  0.364
H 2.427 -8.119 3.795  0.423
C 4.609 -3.622 -4.865  -0.212
O 4.245 -4.940 -5.338  -0.419
O 3.636 -2.946 -4.317  -0.384
C 5.755 -3.979 -3.831  0.695
F 6.724 -4.783 -4.289  -0.342
F 6.459 -2.860 -3.458  -0.315
F 5.326 -4.561 -2.667  -0.210
C 2.907 -5.089 -5.825  0.466
C 2.766 -6.393 -6.545  -1.438
H 1.935 -6.377 -7.248  0.392
H 3.581 -6.674 -7.168  0.400
H 2.574 -7.225 -5.776  0.157
H 2.716 -4.235 -6.526  -0.037
H 2.180 -5.055 -5.046  0.094
H 5.125 -3.043 -5.746  -0.080
C -0.850 -4.307 2.074  2.033
O -1.292 -3.417 0.973  0.052
O 0.096 -3.907 2.838  -1.088
C -1.974 -4.527 3.134  0.230
F -3.034 -5.070 2.333  -0.233
F -1.794 -5.484 4.023  -0.305
F -2.484 -3.449 3.656  -0.281
C -0.686 -2.118 1.083  0.347
C -1.331 -1.124 2.040  -0.360
H -2.109 -0.637 1.364  -0.322
H -1.631 -1.494 2.972  0.643
H -0.664 -0.267 2.144  -0.171
H -0.782 -1.672 0.104  0.698
H 0.394 -2.138 1.184  -0.613
H -0.804 -5.303 1.484  -1.361
C -5.549 -1.651 0.021  -0.778
O -4.559 -0.714 -0.153  0.142
O -5.635 -2.695 -0.992  -0.590
C -5.268 -2.272 1.384  1.036
F -5.880 -3.459 1.434  -0.336
F -4.033 -2.496 1.611  0.032
F -5.924 -1.582 2.321  -0.369
C -4.923 0.566 -0.759  -0.583
C -3.684 1.201 -1.428  -1.357
H -3.366 0.813 -2.333  0.624
H -3.890 2.241 -1.551  0.461
H -2.830 1.314 -0.747  0.118
H -5.233 1.145 0.091  0.386
H -5.668 0.480 -1.513  0.398
H -6.490 -1.123 0.196  0.382
C -1.504 5.645 3.360  0.173
O -2.250 4.829 2.517  -0.082
O -0.401 6.389 2.729  -0.690
C -2.506 6.719 3.918  0.591
F -3.202 5.872 4.828  -0.301
F -1.816 7.654 4.498  -0.223
F -3.396 7.221 3.058  -0.230
C -2.052 3.434 2.798  0.929
C -3.184 2.525 2.343  -1.317
H -2.898 1.462 2.606  0.319
H -4.179 2.739 2.786  0.362
H -3.369 2.639 1.280  0.071
H -2.125 3.268 3.901  0.379
H -1.058 3.089 2.458  -0.475
H -1.167 5.045 4.298  0.141
C 2.536 2.659 -6.056  -0.368
O 3.190 1.420 -5.615  -0.028
O 1.321 2.843 -5.644  -0.131
C 3.600 3.812 -5.723  0.235
F 3.050 5.004 -5.874  -0.297
F 4.014 3.733 -4.382  -0.123
F 4.690 3.751 -6.491  -0.323
C 2.670 0.195 -6.108  1.120
C 2.988 -0.150 -7.566  -1.455
H 2.653 -1.250 -7.667  0.239
H 2.375 0.525 -8.197  0.365
H 4.053 -0.013 -7.953  0.274
H 1.584 0.277 -6.066  -0.327
H 2.915 -0.542 -5.394  -0.120
H 2.607 2.654 -7.221  0.067
C -1.372 1.290 -6.461  0.490
O -1.770 -0.030 -6.653  -0.364
O -2.007 2.172 -7.437  -0.626
C -1.883 1.704 -5.127  0.836
F -1.446 2.851 -4.749  0.023
F -3.223 1.877 -5.178  -0.409
F -1.591 0.773 -4.181  -0.067
C -0.926 -0.765 -7.548  0.146
C -1.649 -2.032 -8.050  -1.340
H -1.272 -2.526 -8.960  0.359
H -1.603 -2.693 -7.214  0.365
H -2.731 -1.783 -8.142  0.293
H 0.033 -0.914 -7.117  0.015
H -0.699 -0.059 -8.375  0.314
H -0.327 1.536 -6.390  -0.436
C 0.434 -8.881 -1.930  -0.414
O 1.017 -7.736 -2.364  -0.232
O -0.467 -8.857 -0.868  -0.611
C -0.326 -9.613 -3.160  0.677
F -0.483 -10.973 -2.774  -0.319
F -1.601 -9.142 -3.443  -0.260
F 0.348 -9.598 -4.257  -0.244
C 2.394 -7.311 -1.945  -0.198
C 2.363 -5.764 -2.089  0.705
H 1.655 -5.326 -1.408  0.134
H 3.363 -5.489 -1.685  0.009
H 2.416 -5.389 -3.116  -0.569
H 3.034 -7.878 -2.604  0.507
H 2.547 -7.554 -0.958  -0.264
H 1.187 -9.623 -1.557  0.368

Calculated values
**Electronic energy**: -252101.3823 eV
**HOMO level**: -0.253 hartree
**LUMO level**: -5.09 eV
**Total charge**: +1
**Spin multiplicity**: 1
**Gap between HOMO and LUMO**: 0.066 Eh